No. 1
67
Properties=species:S:1:pos:R:3 method="wB97M-V/def2-TZVPD" homo_ev="-4.9 / -8.2" s_squared=2.014 homo_lumo_gap_ev="4.656 / 8.021" charge=0 molar_mass_g_mol=679.5 multiplicity=3
O 0.064 0.188 0.653
V -0.097 0.437 -0.898
C 4.266 1.202 0.326
F 5.358 1.945 0.278
F 4.480 0.090 -0.381
F 3.996 0.890 1.586
S 2.895 2.272 -0.478
O 2.099 2.820 0.648
O 3.463 3.381 -1.255
N 1.843 1.101 -1.337
S 2.666 1.031 -2.678
O 4.101 1.260 -2.799
O 2.325 -0.201 -3.406
C 1.880 2.459 -3.661
F 1.430 1.971 -4.824
F 0.916 3.080 -2.995
F 2.853 3.364 -3.833
C -3.022 -1.147 -0.124
O -2.228 -0.371 -0.576
N -3.275 -1.207 1.133
N -3.681 -2.057 -0.747
H -4.016 -1.855 1.357
H -2.707 -0.779 1.851
H -4.486 -2.524 -0.354
H -3.440 -2.034 -1.727
C 0.477 -2.891 -1.085
O 0.504 -1.691 -1.185
N 0.930 -3.706 -0.221
N 0.027 -3.633 -1.971
H 0.897 -4.710 -0.322
H 1.413 -3.320 0.579
H -0.368 -3.199 -2.793
H 0.152 -4.632 -1.897
C -1.405 0.900 -3.716
O -0.502 0.645 -2.988
N -1.992 2.055 -3.757
N -1.955 0.029 -4.451
H -2.767 2.275 -4.366
H -1.426 2.781 -3.342
H -2.873 0.258 -4.805
H -1.748 -0.950 -4.317
C -1.857 3.231 -0.304
O -1.199 2.238 -0.644
N -1.588 3.954 0.760
N -2.936 3.685 -0.842
H -1.995 4.875 0.842
H -1.127 3.504 1.537
H -3.197 4.610 -0.532
H -3.406 3.199 -1.593
C -1.093 -1.176 4.601
C -2.189 -0.189 4.208
O -1.852 0.386 2.970
H -0.899 -1.748 3.693
H -1.348 -1.938 5.337
H -0.188 -0.658 4.917
H -2.390 0.557 4.977
H -3.133 -0.710 4.052
H -1.022 0.866 3.031
C 2.345 -1.435 3.368
C 2.633 -2.937 3.068
O 3.334 -3.042 1.870
H 3.293 -0.908 3.485
H 2.001 -1.318 4.395
H 1.663 -1.000 2.638
H 1.687 -3.476 3.124
H 3.159 -3.299 3.951
H 4.256 -2.793 1.967



No. 2
48
Properties=species:S:1:pos:R:3 method="wB97M-V/def2-TZVPD" homo_ev=-4.9 homo_lumo_gap_ev=6.899 charge=-1 molar_mass_g_mol=528.1
C 0.562 -0.455 -0.504
C -0.730 0.350 -0.269
I -0.374 1.891 1.209
C -1.918 -0.548 -0.033
I -1.815 -1.520 1.927
C -3.344 0.026 -0.282
N -3.461 1.470 -0.376
C -3.894 -0.602 -1.622
O -3.021 -0.951 -2.445
O -5.131 -0.659 -1.718
H 0.939 -0.230 -1.504
H 0.361 -1.523 -0.421
H 1.359 -0.210 0.201
H -0.961 0.922 -1.169
H -1.782 -1.395 -0.702
H -4.007 -0.300 0.520
H -2.830 1.874 -1.054
H -3.364 1.934 0.515
C 4.819 -0.135 1.407
O 3.671 -0.782 1.920
H 4.469 0.673 0.767
H 5.439 0.293 2.202
H 5.438 -0.812 0.810
H 3.968 -1.503 2.485
C -4.911 2.512 -3.452
O -5.990 1.650 -3.183
H -5.301 3.369 -4.006
H -4.446 2.880 -2.531
H -4.139 2.029 -4.063
H -5.642 0.876 -2.702
C 0.235 5.418 4.157
O 0.486 4.530 3.081
H 0.965 5.190 4.931
H 0.356 6.465 3.861
H -0.767 5.281 4.574
H -0.149 4.712 2.381
C 5.734 -4.507 2.599
O 5.371 -3.261 3.182
H 6.196 -4.284 1.641
H 6.454 -5.046 3.220
H 4.862 -5.142 2.428
H 4.958 -3.436 4.033
C 0.311 -3.190 -3.632
O 0.289 -1.810 -3.321
H 0.902 -3.678 -2.859
H -0.695 -3.619 -3.625
H 0.778 -3.387 -4.603
H -0.253 -1.358 -3.974